Entry from the OMol25 dataset: a molecular structure, C23H21Cl8GeN2O4ReS2Si (wB97M-V/def2-TZVPD).

Its molar mass is 1024.092 g mol⁻¹. The calculation puts the gap between HOMO and LUMO at 7.3 eV. For the energy relative to the best compared isomer or geometry (same formula, charge and spin), the calculation gives 0.0 kJ/mol. For the energy, the calculation gives -8222.353471 Eh.

Geometry as ORCA input:
```
! wB97M-V def2-TZVPD RIJCOSX def2/J DEFGRID3
* xyz 0 1
H 2.36 1.81 2.58
Cl -5.38 0.26 -2.12
O -2.01 -1.11 1.69
O -2.48 -3.36 0.76
O -3.49 -2.41 -3.96
S -1.76 -2.13 0.72
C 1.26 2.00 -4.19
H 2.60 -2.09 2.85
Cl 0.23 -2.34 -3.47
Re -1.55 0.24 -1.52
C -2.99 -1.82 -3.04
H 2.34 -4.26 -0.83
N 0.08 0.52 -0.18
H 1.71 3.75 4.06
H -0.05 -3.68 -1.00
Si -0.44 2.76 3.28
C 0.34 1.78 1.86
C 0.93 3.14 4.50
C 1.59 -0.34 -4.67
H -1.94 4.15 1.86
H -3.88 -2.46 -1.23
H -2.47 -3.40 -1.71
C 2.64 -3.22 1.02
C -1.75 1.69 4.06
C 0.54 -3.31 -0.17
H -2.49 1.36 3.34
N -2.02 -1.50 -0.85
H -1.30 0.79 4.50
H 4.16 -4.65 1.47
H 3.29 0.49 0.70
H 0.52 3.69 5.35
Cl -0.59 2.75 -2.31
C 0.32 1.61 -3.26
C 0.69 -2.07 1.89
H 4.60 -3.00 1.87
S -2.09 1.59 0.38
C -0.04 -2.51 0.80
H 4.59 -3.53 0.19
H -1.59 4.94 3.40
C 1.39 0.25 -0.24
Cl -3.43 1.98 -4.46
C -1.15 4.35 2.60
O -2.46 -0.61 -3.15
H -0.38 4.95 2.11
C 1.69 1.46 1.79
H 1.73 -0.36 -1.07
Cl 2.39 -1.58 -5.55
C 2.02 -2.43 2.00
Cl 3.11 1.41 -6.06
C 0.62 -0.68 -3.72
H -2.26 2.23 4.86
C 4.08 -3.62 1.15
C 1.92 0.99 -4.90
C 2.23 0.72 0.74
Cl 1.61 3.66 -4.45
H 1.39 2.23 4.89
C 1.88 -3.65 -0.06
Ge -3.61 1.45 -2.39
Cl -4.14 3.35 -1.48
H 0.22 -1.44 2.63
C -0.43 1.28 0.81
C -2.88 -2.39 -1.66
C -0.03 0.31 -2.99
*
```

Partial atomic charges computed with the natural (NBO) method, in multiples of e: 0.21, -0.38, -0.93, -0.92, -0.56, 2.30, -0.07, 0.22, 0.04, 0.83, 0.79, 0.22, -0.57, 0.24, 0.23, 1.62, -0.56, -1.12, -0.11, 0.25, 0.26, 0.25, 0.01, -1.12, -0.19, 0.26, -0.77, 0.24, 0.23, 0.23, 0.25, 0.17, -0.07, -0.20, 0.22, 0.09, -0.30, 0.22, 0.24, 0.06, -0.37, -1.12, -0.71, 0.24, -0.06, 0.23, 0.07, -0.21, 0.07, 0.03, 0.24, -0.63, -0.08, -0.28, 0.08, 0.24, -0.21, 1.23, -0.40, 0.25, 0.23, -0.37, -0.32